#1
C5H10O | the ωB97M-V functional and the def2-TZVPD basis

As for the highest occupied orbital energy (alpha / beta): -9.56 / -8.73 eV. Its spin multiplicity is 1. The calculation puts the HOMO-LUMO gap (alpha / beta) at 9.208 / 7.496 eV.

Element x y z (Å)
C1 -1.18999 1.41060 0.07886
C2 -1.00746 0.11020 -0.70054
C3 0.10343 -0.84195 -0.23274
C4 1.55912 -0.08814 -0.27212
C5 0.24012 -1.16709 1.19831
O1 0.25124 -1.97492 -0.85511
H1 -0.32414 2.07603 -0.01395
H2 -1.35690 1.22369 1.14637
H3 -2.06013 1.95923 -0.29545
H4 -0.80149 0.31493 -1.75826
H5 -1.92960 -0.48147 -0.67360
H6 1.65836 0.14484 -1.33271
H7 1.58513 0.82560 0.32672
H8 2.37132 -0.76201 0.00836
H9 0.12876 -2.21430 1.46850
H10 0.77222 -0.53524 1.90737


#2
C5H10O | the ωB97M-V functional and the def2-TZVPD basis

As for the highest occupied orbital energy: -8.52 eV. Its spin multiplicity is 1. The calculation puts the HOMO-LUMO gap at 8.519 eV.

Element x y z (Å)
C1 -1.32738 -1.28729 -1.04584
C2 0.34147 1.11400 -0.21223
C3 -0.79616 1.69992 0.52947
C4 1.18525 0.26424 0.66191
C5 1.91986 -0.86435 -0.05404
O1 2.18117 -0.92198 -1.22469
H1 -2.37586 -1.06323 -1.25702
H2 -1.21101 -1.43843 0.03234
H3 -1.03052 -2.19881 -1.56792
H4 -0.69233 -0.46250 -1.39858
H5 -0.46191 2.72305 0.77791
H6 -1.66075 1.83068 -0.13004
H7 -1.08495 1.20188 1.46899
H8 1.98802 0.96640 0.96510
H9 0.73635 -0.10482 1.60699
H10 2.23642 -1.69706 0.59818


Short version: #1, #2, most stable first.


#1
C5H10O | the ωB97M-V functional and the def2-TZVPD basis

As for the highest occupied orbital energy: -9.29 eV. Its spin multiplicity is 1. As for the SMILES: CCC1COC1. The calculation puts the HOMO-LUMO gap at 10.387 eV.

Element x y z (Å)
C1 -1.66944 1.18760 0.32570
C2 -0.20635 1.02588 -0.10422
C3 0.52015 -0.13266 0.48263
C4 1.75120 -0.56723 -0.30614
O1 1.23999 -1.89603 -0.46933
C5 -0.01656 -1.52975 0.11461
H1 -2.09841 2.18074 0.50739
H2 -2.18693 0.37518 0.84999
H3 -1.53100 0.94344 -0.77011
H4 0.28429 1.99199 -0.09541
H5 -0.20798 0.73365 -1.36848
H6 0.68557 -0.00895 1.55483
H7 2.69898 -0.53998 0.23501
H8 1.86265 -0.04913 -1.27204
H9 -0.29814 -2.18761 0.94513
H10 -0.82800 -1.52715 -0.62956


#2
C5H10O | the ωB97M-V functional and the def2-TZVPD basis

As for the highest occupied orbital energy: -10.21 eV. Its spin multiplicity is 1. As for the SMILES: CC(C)[C@H]1CO1. The calculation puts the HOMO-LUMO gap at 11.328 eV.

Element x y z (Å)
C1 1.07170 -0.52951 -1.05905
C2 -0.13838 -0.76477 -0.14422
C3 -1.48271 -0.40590 -0.77133
C4 0.18791 0.04430 1.09619
C5 0.39628 1.46488 0.87976
O1 -0.69764 0.99778 1.66698
H1 1.98915 -0.85404 -0.55275
H2 1.21520 0.53110 -1.29812
H3 0.97466 -1.06230 -2.00321
H4 -0.16026 -1.83080 0.10993
H5 -1.58142 0.66534 -0.97350
H6 -2.31209 -0.68538 -0.11401
H7 -1.60998 -0.93624 -1.72058
H8 0.80366 -0.45373 1.84745
H9 1.25033 1.96004 1.33389
H10 0.08920 1.88215 -0.07902


#3
C5H10O | the ωB97M-V functional and the def2-TZVPD basis

As for the highest occupied orbital energy (alpha / beta): -7.46 / -7.58 eV. Its spin multiplicity is 1. The calculation puts the HOMO-LUMO gap (alpha / beta) at 8.161 / 8.517 eV.

Element x y z (Å)
C1 2.47864 -0.01233 -0.22668
C2 1.34500 0.65877 0.48292
O1 0.16707 0.81743 -0.21445
C3 -0.41634 -0.39563 0.20535
C4 -1.93779 -0.14284 0.54163
C5 -2.35809 0.02803 -0.81404
H1 3.31099 -0.19247 0.45932
H2 2.85564 0.61259 -1.05188
H3 2.17611 -0.97192 -0.65869
H4 0.30613 -0.57610 1.14588
H5 1.58850 1.50982 1.12377
H6 -0.26161 -1.20737 -0.51809
H7 -2.32997 -1.02874 1.04722
H8 -1.98007 0.73512 1.18958
H9 -2.68823 -0.82087 -1.40386
H10 -2.25598 0.98652 -1.30797


Short version: #2, #1, #3, most stable first.


#1
C5H10O | the ωB97M-V functional and the def2-TZVPD basis

As for the highest occupied orbital energy: -9.74 eV. Its spin multiplicity is 1. As for the SMILES: C[C@H]1CCOC1. The calculation puts the HOMO-LUMO gap at 10.836 eV.

Element x y z (Å)
C1 1.82568 -0.22131 -0.01987
C2 0.44946 0.62962 0.23252
C3 -0.49467 0.48409 -0.99491
C4 -1.69475 -0.38704 -0.56502
O1 -1.26531 -0.97492 0.65186
C5 -0.41047 -0.04675 1.30764
H1 2.38656 -0.04602 -0.96756
H2 2.52764 0.02964 0.77820
H3 1.70409 -1.32624 0.00493
H4 0.73236 1.66506 0.44878
H5 -0.72214 1.32794 -1.66481
H6 0.30734 -0.13224 -1.36127
H7 -1.88755 -1.19833 -1.28077
H8 -2.66483 0.13745 -0.43275
H9 -1.01122 0.67969 1.87778
H10 0.21782 -0.62064 1.98526


#2
C5H10O | the ωB97M-V functional and the def2-TZVPD basis

As for the highest occupied orbital energy: -9.79 eV. Its spin multiplicity is 1. As for the SMILES: C#CC(C)C.O. The calculation puts the HOMO-LUMO gap at 10.523 eV.

Element x y z (Å)
C1 1.21298 -1.19909 0.02927
C2 0.06908 -0.86298 -0.05147
C3 -1.18197 -0.07091 -0.33538
C4 -1.17749 1.40084 0.07732
C5 -2.43706 -0.74365 0.17360
H1 2.17472 -1.46295 0.37299
H2 -1.16727 -0.05075 -1.41863
H3 -1.21695 1.53619 1.17828
H4 -2.09496 1.91868 -0.28565
H5 -0.28967 1.89803 -0.29921
H6 -2.43552 -1.72977 -0.22178
H7 -2.45763 -0.78184 1.30531
H8 -3.34523 -0.20243 -0.20564
O1 4.38190 0.22303 0.07661
H9 4.75544 -0.62296 -0.33557
H10 5.20963 0.75057 -0.06005


Short version: #1, #2, most stable first.